Record 1
Here is an isolated molecule of C19H15Cl2F2NO5 at a distorted geometry from the OMol25 dataset. Energies are from wB97M-V/def2-TZVPD.

```
44
Properties=species:S:1:pos:R:3
O 0.961 -0.565 3.115
C 0.766 -0.472 1.885
C 1.130 -1.749 1.030
C 2.114 -2.654 1.806
C 3.449 -2.274 2.070
Cl 4.149 -0.729 1.617
C 4.317 -3.297 2.521
N 3.854 -4.483 2.871
C 2.568 -4.835 2.802
C 1.575 -3.921 2.227
Cl -0.109 -4.420 2.083
C 0.548 0.745 1.283
C 1.148 1.816 1.832
C 0.858 3.065 1.250
C -0.038 3.194 0.114
O -0.263 4.431 -0.380
C 0.683 4.788 -1.335
F 0.017 5.070 -2.521
F 1.452 5.851 -0.935
C -0.615 2.116 -0.507
C -0.376 0.854 0.178
O -1.004 -0.325 -0.128
C -1.270 -0.649 -1.556
C -2.598 0.085 -1.995
C -3.883 -0.793 -1.799
O -3.821 -0.925 -3.227
C -2.828 -0.006 -3.516
C -2.670 1.436 -1.427
O -1.419 2.218 -1.566
H 0.235 -2.199 0.709
H 1.653 -1.507 0.108
H 5.337 -3.230 2.834
H 2.250 -5.819 2.984
H 1.733 1.700 2.784
H 1.345 3.916 1.554
H 1.343 3.992 -1.387
H -0.644 -0.233 -2.277
H -1.485 -1.808 -1.746
H -4.855 -0.206 -1.471
H -3.830 -1.743 -1.412
H -2.130 -0.550 -4.303
H -3.176 0.850 -3.990
H -3.534 1.892 -1.843
H -2.939 1.373 -0.340
```

Values from the calculation:
**LUMO energy**: -0.088 eV
**SMILES**: O=C(Cc1c(Cl)cncc1Cl)c1ccc(OC(F)F)c2c1OCC1(COC1)CO2
**HOMO-LUMO gap**: 9.02 eV
**ΔE to the lowest compared entry with this formula, charge and spin**: 63.34 kcal/mol
**2S+1**: 1
**E_HOMO**: -9.11 eV
**Net charge**: 0

Mulliken atomic charge list, values in e, 6 entries:
1. O -0.6339
2. C 0.1964
3. C -1.2527
4. C 0.6663
5. C 0.1393
6. Cl -0.1839



Record 2
Here is an isolated molecule of C19H15ClN6O3 at a distorted geometry from the OMol25 dataset. Energies are from wB97M-V/def2-TZVPD.

```
44
Properties=species:S:1:pos:R:3
C -2.388 4.051 1.774
C -3.029 2.988 0.951
N -4.332 2.965 0.773
C -5.041 2.095 -0.086
C -6.439 2.048 0.078
C -7.227 1.124 -0.669
C -6.529 0.172 -1.413
C -5.121 0.112 -1.335
C -4.384 1.143 -0.791
C -2.930 1.195 -0.682
O -2.304 0.521 -1.493
N -2.231 2.103 0.138
N -0.927 1.665 0.455
C -0.699 0.827 1.495
O -1.339 0.833 2.552
C 0.349 -0.297 1.225
N 0.657 -0.376 -0.276
C 1.892 -0.779 -0.662
N 2.380 -0.516 -1.901
N 3.600 -1.022 -2.078
C 3.842 -1.496 -0.909
C 5.125 -2.202 -0.524
C 5.140 -3.124 0.556
C 6.365 -3.672 0.975
C 7.513 -3.498 0.215
Cl 9.050 -4.088 0.795
C 7.349 -2.821 -1.015
C 6.178 -2.117 -1.395
O 2.887 -1.409 0.023
H -2.786 5.003 1.487
H -2.630 3.999 2.812
H -1.341 3.983 1.571
H -6.903 2.643 0.781
H -8.375 1.108 -0.543
H -7.098 -0.532 -2.038
H -4.564 -0.629 -1.989
H -0.214 1.549 -0.341
H 1.321 0.052 1.753
H 0.022 -1.176 1.663
H -0.120 -0.452 -0.990
H 4.376 -3.347 1.247
H 6.541 -4.330 1.792
H 8.199 -2.641 -1.591
H 6.166 -1.653 -2.388
```

Values from the calculation:
**LUMO energy**: 0.075 eV
**SMILES**: Cc1nc2ccccc2c(=O)n1NC(=O)CNc1nnc(-c2ccc(Cl)cc2)o1
**HOMO-LUMO gap**: 8.49 eV
**ΔE to the lowest compared entry with this formula, charge and spin**: 51.04 kcal/mol
**2S+1**: 1
**E_HOMO**: -8.42 eV
**Net charge**: 0

Mulliken atomic charge list, values in e, 6 entries:
1. C -1.3419
2. C 0.7842
3. N -0.6277
4. C 0.1403
5. C -0.3137
6. C -0.3874



Record 3
Here is a structure of composition C19H15CoN11 from the OMol25 dataset. Energies are from wB97M-V/def2-TZVPD.

```
46
Properties=species:S:1:pos:R:3
Co -0.163 0.214 -0.876
C -2.691 0.206 -0.154
C -1.874 1.374 -0.715
C -1.071 1.837 0.290
C -1.528 1.244 1.574
C -2.515 0.376 1.347
H -4.699 0.568 -0.206
H -2.010 1.751 -1.719
H -0.364 2.649 0.223
H -1.041 1.439 2.520
H -2.963 -0.304 2.058
N -1.507 -2.750 -1.861
C -0.296 -2.367 -2.422
N 0.320 -3.120 -3.319
N 1.441 -2.424 -3.616
N 1.474 -1.318 -2.966
N 0.382 -1.242 -2.169
C -2.364 -1.868 -1.221
N -3.665 -2.169 -1.286
N -4.516 -1.300 -0.740
N -4.016 0.037 -0.728
N -1.816 -0.898 -0.523
H -1.991 -3.467 -2.377
C 0.908 -2.253 4.235
C 1.847 -1.232 4.154
C 1.966 -0.444 3.021
C 1.125 -0.662 1.906
C 0.174 -1.698 1.999
C 0.072 -2.471 3.137
N 1.174 0.089 0.755
N 2.164 0.980 0.724
C 2.150 1.713 -0.441
C 3.136 2.690 -0.649
C 3.125 3.456 -1.805
C 2.136 3.257 -2.763
C 1.155 2.284 -2.548
C 1.134 1.499 -1.404
H 0.826 -2.864 5.127
H 2.510 -1.041 4.993
H 2.702 0.343 2.963
H -0.489 -1.864 1.159
H -0.672 -3.260 3.166
H 3.902 2.830 0.107
H 3.895 4.206 -1.961
H 2.133 3.846 -3.675
H 0.399 2.126 -3.314
```

Values from the calculation:
**LUMO energy (alpha / beta)**: 5.290 / 5.273 eV
**HOMO-LUMO gap (alpha / beta)**: 5.24 / 7.08 eV
**ΔE to the lowest compared entry with this formula, charge and spin**: 26.90 kcal/mol
**2S+1**: 4
**E_HOMO (alpha / beta)**: 0.05 / -1.81 eV
**Net charge**: -2

Mulliken atomic charge list, values in e, 6 entries:
1. Co -0.2433
2. C 1.1353
3. C -1.3661
4. C 0.0091
5. C -0.8930
6. C -1.0005



Record 4
Here is a structure of composition C19H15MnN5O3S at a distorted geometry from the OMol25 dataset. Energies are from wB97M-V/def2-TZVPD.

```
44
Properties=species:S:1:pos:R:3
Mn 8.937 7.909 7.287
C 12.309 5.789 5.505
C 12.773 4.887 6.486
C 12.094 4.811 7.650
C 11.090 5.833 7.960
N 10.630 6.674 7.002
C 11.235 6.637 5.758
N 10.647 5.838 9.245
C 9.698 6.617 9.753
N 9.064 7.710 9.196
C 8.263 8.337 10.096
N 7.578 9.413 9.969
C 7.399 10.098 8.804
C 6.418 11.143 8.887
C 6.204 11.886 7.777
C 6.874 11.615 6.544
C 7.759 10.548 6.510
N 8.006 9.785 7.620
C 8.463 7.686 11.408
C 7.910 7.938 12.699
C 8.443 7.123 13.752
C 9.342 6.104 13.520
C 9.820 5.840 12.245
C 9.368 6.625 11.168
H 12.695 5.790 4.459
H 13.632 4.215 6.244
H 12.288 4.031 8.396
H 10.889 7.375 5.034
H 5.946 11.377 9.820
H 5.518 12.724 7.818
H 6.692 12.249 5.661
H 8.350 10.335 5.615
H 7.313 8.854 12.839
H 8.040 7.291 14.743
H 9.676 5.462 14.354
H 10.546 5.004 12.115
C 6.017 7.247 4.680
S 7.680 6.830 5.288
O 7.433 6.535 6.733
O 8.339 5.822 4.481
O 8.525 8.083 5.355
H 5.623 6.285 4.319
H 6.116 8.037 3.905
H 5.501 7.558 5.580
```

Values from the calculation:
**LUMO energy (alpha / beta)**: -5.271 / -4.490 eV
**HOMO-LUMO gap (alpha / beta)**: 6.16 / 6.98 eV
**2S+1**: 5
**E_HOMO (alpha / beta)**: -11.43 / -11.47 eV
**Net charge**: +1

Mulliken atomic charge list, values in e, 6 entries:
1. Mn 0.0564
2. C -0.6369
3. C -0.2511
4. C -0.6090
5. C 0.4935
6. N 0.1106